Here is C5H6O3V as an isolated structure at a distorted geometry from OMol25. Energies are from ωB97M-V/def2-TZVPD.

Geometry (Å):
O1 2.71413 0.74512 -0.45443
C1 1.65506 0.16434 -0.32936
O2 0.51662 0.61239 -0.81898
O3 1.51233 -0.98000 0.30904
C2 0.12281 -1.33445 0.37583
C3 -0.53844 -0.36708 -0.61836
C4 -1.78279 0.29022 -0.11439
C5 -1.76617 1.35702 0.69768
V1 4.62587 0.30927 0.13994
H1 -0.22089 -1.18370 1.40648
H2 0.01128 -2.38371 0.08951
H3 -0.71408 -0.84766 -1.58943
H4 -2.71758 -0.26792 -0.24180
H5 -2.58409 2.00018 0.23216
H6 -0.83405 1.88597 0.91613

Its spin multiplicity is 4. The HOMO energy (spin up / spin down) comes out at -5.6684 / -4.6441 eV. The electronic energy is -1363.6425 hartree.



Here is C5H6O3Y as an isolated structure at a distorted geometry from OMol25. Energies are from ωB97M-V/def2-TZVPD.

Geometry (Å):
O1 2.61237 0.47662 -0.46452
C1 1.50698 -0.02414 -0.31273
O2 0.48527 0.28772 -1.06385
O3 1.23277 -0.92215 0.59520
C2 -0.14377 -1.33034 0.48300
C3 -0.70747 -0.39373 -0.60001
C4 -1.70213 0.63124 -0.08418
C5 -1.23738 1.49345 0.98641
Y1 4.94779 0.48987 0.24375
H1 -0.61693 -1.18998 1.46095
H2 -0.16633 -2.38560 0.19640
H3 -1.11018 -0.94659 -1.45467
H4 -2.64430 0.13749 0.22831
H5 -1.96316 1.45459 -0.83466
H6 -0.49354 2.22155 0.62059

Its charge is +2. Its spin multiplicity is 2. The HOMO energy (spin up / spin down) comes out at -14.3030 / -16.5515 eV. The electronic energy is -457.3242 hartree.



Here is a 2-piece molecular cluster, C5H6OS2 overall at a distorted geometry from OMol25. Energies are from ωB97M-V/def2-TZVPD.

Geometry (Å):
C1 2.09016 0.94403 0.03793
C2 1.40584 0.24021 1.12201
C3 1.52905 0.41291 -1.17937
C4 0.65467 -0.68935 0.43425
C5 -2.31631 -0.50317 0.50533
O1 0.69467 -0.63053 -0.94474
S1 -2.75213 -1.26109 -0.75765
S2 -2.08010 1.10937 0.72721
H1 2.84772 1.68571 0.26003
H2 1.35179 0.32414 2.11887
H3 1.86339 0.57973 -2.22497
H4 -0.26122 -1.50875 0.71012
H5 -2.60032 -2.62999 -0.42443
H6 -2.42720 1.92678 -0.38460

The HOMO energy comes out at -8.3664 eV. The electronic energy is -1065.5612 hartree.



Here is a 2-piece molecular cluster, C5H6OS2 overall at a distorted geometry from OMol25. Energies are from ωB97M-V/def2-TZVPD.

Geometry (Å):
C1 0.43709 0.09711 -0.36944
C2 0.34348 1.65016 -0.25930
C3 -1.64737 -0.02073 0.60533
C4 -0.31726 -0.37733 0.92739
C5 0.96715 -1.13886 0.24242
H1 0.39535 -2.29020 -2.13050
H2 0.74405 2.29145 -1.10623
H3 0.75968 1.93388 0.79958
H4 0.01338 0.04550 1.90873
H5 1.98693 -1.29608 0.75485
H6 0.97871 -2.06749 -0.11537
O1 -2.83625 -0.29767 0.80393
S1 -0.23104 -0.28063 -2.04116
S2 -1.59389 1.75089 -0.02023

The HOMO energy comes out at -8.9147 eV. The electronic energy is -1065.4688 hartree.



Q: Look up the electronic energy of the first one.
A: -1363.6425 hartree



Q: Which of these has the lowest electronic energy?
A: C5H6O3V



Copy entry 3 word for word.
Here is a 2-piece molecular cluster, C5H6OS2 overall at a distorted geometry from OMol25. Energies are from ωB97M-V/def2-TZVPD.

Geometry (Å):
C1 2.09016 0.94403 0.03793
C2 1.40584 0.24021 1.12201
C3 1.52905 0.41291 -1.17937
C4 0.65467 -0.68935 0.43425
C5 -2.31631 -0.50317 0.50533
O1 0.69467 -0.63053 -0.94474
S1 -2.75213 -1.26109 -0.75765
S2 -2.08010 1.10937 0.72721
H1 2.84772 1.68571 0.26003
H2 1.35179 0.32414 2.11887
H3 1.86339 0.57973 -2.22497
H4 -0.26122 -1.50875 0.71012
H5 -2.60032 -2.62999 -0.42443
H6 -2.42720 1.92678 -0.38460

The HOMO energy comes out at -8.3664 eV. The electronic energy is -1065.5612 hartree.



Q: Which value of electronic energy does entry 4 give?
A: -1065.4688 hartree